Entry from OMol25: a cluster of 18 separate species, C76H198N10O36 in total (ωB97M-V/def2-TZVPD).

XYZ file:
```
320
Properties=species:S:1:pos:R:3:mulliken_charge:R:1
C -1.692 7.006 28.224 -0.077
C -2.151 8.109 29.207 -0.661
O -2.238 7.704 30.551 -0.638
O -2.835 6.382 27.582 -0.174
H -1.174 6.141 28.638 0.333
H -1.113 7.429 27.403 0.331
H -3.106 8.585 28.984 0.204
H -1.391 8.884 29.111 0.464
H -3.049 7.192 30.526 0.267
H -2.728 5.439 27.727 -0.023
C 1.448 8.005 17.303 -0.251
C 1.719 6.560 16.729 -0.064
O 0.529 5.817 16.432 -0.502
O 2.192 9.015 16.590 -0.517
H 1.677 8.001 18.369 -0.308
H 0.364 8.079 17.213 0.627
H 2.288 6.103 17.539 0.144
H 2.341 6.625 15.836 0.155
H -0.040 6.466 16.010 0.327
H 1.790 9.166 15.732 0.267
C 2.683 1.787 20.811 0.083
C 2.480 2.996 19.810 -0.704
O 1.033 2.942 19.654 -0.218
O 2.250 0.536 20.385 -0.612
H 2.098 2.166 21.648 -0.034
H 3.724 1.823 21.132 0.300
H 3.054 2.792 18.907 0.487
H 2.796 3.946 20.241 0.213
H 0.802 2.649 18.770 0.212
H 1.438 0.767 19.928 0.378
C 0.922 0.021 24.484 0.127
C 0.714 -0.409 22.957 0.425
O -0.149 -1.511 22.985 -0.618
O 1.774 -0.970 25.052 -0.523
H -0.026 0.026 25.021 0.523
H 1.452 0.970 24.568 -0.469
H 1.678 -0.662 22.516 0.226
H 0.250 0.382 22.367 -0.380
H -0.479 -1.638 22.092 0.359
H 1.228 -1.759 25.086 0.345
C -1.719 1.136 19.907 0.089
C -2.028 2.587 20.398 0.357
O -3.446 2.885 20.391 -0.690
O -1.443 1.235 18.542 -0.553
H -2.523 0.430 20.118 0.518
H -0.751 0.955 20.374 -0.521
H -1.449 3.272 19.778 0.181
H -1.707 2.827 21.411 -0.144
H -4.036 2.604 21.095 0.265
H -2.220 0.898 18.089 0.306
C -4.919 6.668 19.683 0.082
C -3.871 7.348 18.819 -0.843
O -2.799 7.880 19.538 -0.441
O -4.387 6.054 20.817 -0.132
H -5.570 5.932 19.210 0.509
H -5.622 7.443 19.987 -0.291
H -4.408 8.071 18.205 0.495
H -3.534 6.668 18.037 0.304
H -2.178 7.228 19.870 0.149
H -4.002 5.199 20.614 -0.045
C -3.324 11.630 20.933 0.650
C -1.757 12.073 20.972 -0.718
O -1.400 13.340 20.357 -0.560
O -4.167 12.588 21.477 -0.427
H -3.410 10.695 21.487 -0.406
H -3.668 11.276 19.961 0.154
H -1.128 11.256 20.620 0.388
H -1.619 12.256 22.037 0.434
H -1.777 14.111 20.789 0.314
H -3.728 13.437 21.388 0.228
C -7.309 11.357 22.998 0.096
C -6.056 10.831 23.757 0.551
O -5.136 11.892 23.917 -0.659
O -8.199 12.112 23.761 -0.514
H -7.867 10.478 22.674 0.052
H -7.063 11.749 22.012 0.100
H -5.539 9.996 23.284 -0.181
H -6.460 10.521 24.721 -0.098
H -4.753 12.099 23.061 0.384
H -8.498 12.850 23.223 0.293
C 2.038 4.225 24.199 -0.648
O 1.241 5.221 23.653 0.111
C 0.282 4.818 22.642 1.131
C -0.115 5.963 21.608 -1.486
N -1.412 6.473 21.896 0.938
C -1.202 7.432 23.013 -0.550
C -2.577 7.845 23.402 -1.071
O -3.272 6.825 24.145 0.839
C -4.607 7.182 24.440 -0.893
H 1.883 3.165 23.997 -0.202
H 2.016 4.327 25.284 0.438
H 3.087 4.409 23.968 0.351
H -0.499 4.394 23.273 -0.070
H 0.540 4.031 21.934 -0.701
H -0.189 5.447 20.650 0.181
H 0.654 6.730 21.515 0.595
H -2.233 5.942 22.151 -0.461
H -0.674 8.262 22.545 0.522
H -0.695 6.924 23.834 0.075
H -3.142 8.196 22.538 0.077
H -2.458 8.745 24.004 0.573
H -5.079 7.555 23.530 0.101
H -4.515 7.854 25.293 0.345
H -5.082 6.241 24.716 -0.031
C -1.090 3.802 26.226 -1.063
O -1.832 3.912 27.475 0.696
C -1.383 3.189 28.560 -0.881
C -2.471 3.003 29.599 -0.805
N -2.824 4.263 30.224 -0.137
C -3.914 4.170 31.246 -0.416
C -4.477 5.595 31.544 -1.244
O -5.002 6.225 30.375 -0.027
C -6.266 6.861 30.510 -1.058
H -0.005 3.898 26.203 0.462
H -1.498 4.443 25.445 0.092
H -1.335 2.787 25.915 0.230
H -0.560 3.838 28.857 0.313
H -1.051 2.204 28.230 0.445
H -2.060 2.252 30.273 0.470
H -3.332 2.557 29.102 0.173
H -2.824 4.999 29.532 -0.072
H -3.505 3.890 32.217 0.470
H -4.803 3.610 30.959 0.189
H -3.760 6.249 32.040 0.430
H -5.231 5.708 32.323 0.651
H -6.561 7.503 31.341 0.463
H -7.089 6.147 30.520 0.386
H -6.389 7.330 29.534 0.241
C 3.969 8.531 20.694 -0.593
O 5.292 8.743 20.254 -0.475
C 5.281 9.478 18.965 0.155
C 5.043 10.991 19.170 -1.393
N 5.824 11.652 20.241 -0.231
C 7.233 12.000 19.736 -0.812
C 7.380 12.644 18.394 0.342
O 8.649 13.227 18.249 -0.441
C 8.751 13.717 16.869 -0.583
H 3.714 7.487 20.873 0.295
H 3.299 8.950 19.942 0.196
H 3.667 9.094 21.577 0.327
H 4.595 8.961 18.294 0.520
H 6.282 9.304 18.570 0.203
H 4.029 11.120 19.549 0.348
H 5.020 11.467 18.190 0.341
H 5.678 11.392 21.206 0.263
H 7.847 11.146 20.022 0.319
H 7.638 12.629 20.528 0.456
H 6.627 13.420 18.249 0.297
H 7.361 11.826 17.673 -0.201
H 8.490 12.928 16.165 0.076
H 9.788 13.749 16.535 0.369
H 8.225 14.617 16.550 0.309
C 6.058 5.348 30.253 -0.959
O 5.282 5.469 29.028 -0.165
C 5.974 6.062 27.946 -0.694
C 4.928 6.120 26.750 -0.511
N 5.091 7.248 25.823 -0.366
C 3.916 7.530 25.092 0.515
C 4.060 8.675 24.199 -0.387
O 4.407 9.851 25.035 -0.504
C 3.214 10.576 25.510 -0.623
H 7.051 4.971 30.007 0.355
H 5.673 4.681 31.024 0.283
H 6.383 6.312 30.645 0.357
H 6.852 5.496 27.634 0.368
H 6.269 7.086 28.175 0.442
H 4.038 6.113 27.378 0.347
H 4.750 5.155 26.275 0.087
H 5.306 8.009 26.451 0.332
H 3.115 7.715 25.807 0.274
H 3.577 6.666 24.520 -0.467
H 3.095 8.847 23.722 0.228
H 4.807 8.612 23.409 0.320
H 3.471 11.463 26.089 0.275
H 2.774 9.829 26.171 0.254
H 2.633 10.854 24.631 0.237
C 6.618 1.899 22.592 -0.942
O 5.734 2.458 23.531 -0.102
C 5.730 1.771 24.736 -1.385
C 4.335 1.653 25.451 1.657
N 4.134 0.619 26.476 -0.428
C 3.150 1.079 27.506 -0.485
C 3.407 2.409 28.263 0.043
O 2.420 2.390 29.293 -0.372
C 2.452 3.528 30.152 -0.194
H 6.572 2.454 21.655 0.164
H 6.496 0.846 22.336 0.351
H 7.593 2.052 23.054 0.445
H 6.426 2.309 25.378 0.398
H 6.211 0.794 24.679 0.498
H 3.593 1.346 24.714 -0.303
H 4.233 2.699 25.740 -0.926
H 3.716 -0.171 26.005 0.429
H 3.170 0.323 28.291 0.411
H 2.107 1.027 27.194 0.158
H 3.214 3.189 27.527 -0.103
H 4.405 2.506 28.690 0.330
H 1.941 3.466 31.113 0.352
H 1.970 4.316 29.573 0.138
H 3.449 3.931 30.330 -0.157
C -6.749 11.469 18.799 -0.467
O -7.131 10.002 18.295 -0.478
C -7.662 9.116 19.291 -0.027
C -9.149 9.488 19.673 -0.645
N -9.940 9.754 18.488 -0.283
C -11.346 9.191 18.497 -0.761
C -12.128 9.532 17.243 -0.586
O -11.403 8.908 16.181 -0.383
C -11.290 7.452 16.194 -0.672
H -7.061 12.229 18.083 0.333
H -5.700 11.735 18.928 0.223
H -7.167 11.772 19.759 0.036
H -7.197 9.384 20.240 0.087
H -7.649 8.058 19.032 0.501
H -9.094 10.505 20.061 0.175
H -9.643 8.786 20.345 0.371
H -9.531 9.367 17.650 0.271
H -11.879 9.791 19.234 0.430
H -11.501 8.125 18.667 0.380
H -12.194 10.616 17.154 0.377
H -13.115 9.087 17.365 0.348
H -12.248 6.951 16.332 0.320
H -10.633 7.044 16.962 0.236
H -11.043 7.126 15.184 0.260
C -5.810 4.156 28.137 -0.096
O -6.875 3.965 27.223 -0.097
C -7.320 2.591 27.075 -0.397
C -8.842 2.577 27.044 -1.258
N -9.582 3.076 28.195 -0.417
C -9.027 2.334 29.425 0.070
C -9.256 0.898 29.419 -0.628
O -9.533 0.229 30.657 -0.374
C -9.519 -1.185 30.640 -0.700
H -5.082 3.380 27.902 0.261
H -6.267 4.009 29.116 -0.136
H -5.477 5.194 28.135 -0.113
H -6.892 1.894 27.796 0.538
H -7.085 2.192 26.088 -0.015
H -9.078 1.519 26.925 0.391
H -9.156 3.186 26.197 0.505
H -9.435 4.076 28.180 0.378
H -9.507 2.737 30.316 0.554
H -7.993 2.576 29.672 -0.216
H -8.375 0.454 28.956 0.315
H -9.991 0.723 28.633 0.311
H -9.682 -1.629 31.623 0.261
H -8.569 -1.589 30.291 0.294
H -10.345 -1.523 30.014 0.300
C 6.314 12.303 13.114 -0.875
O 6.201 11.740 14.427 -0.304
C 6.469 10.295 14.651 -0.229
C 5.222 9.447 14.507 -0.986
N 4.889 8.645 15.731 0.379
C 5.648 7.317 15.673 -0.957
C 6.353 6.823 16.846 -0.477
O 5.507 6.468 17.907 -0.054
C 6.116 6.270 19.139 -1.064
H 5.416 12.184 12.508 0.256
H 7.290 11.986 12.745 0.371
H 6.635 13.344 13.153 0.296
H 6.892 10.123 15.641 0.129
H 7.277 9.939 14.012 0.458
H 5.302 8.872 13.585 0.418
H 4.334 10.051 14.317 0.430
H 3.904 8.492 15.897 -0.179
H 6.386 7.394 14.875 0.488
H 5.045 6.533 15.216 0.339
H 6.902 7.697 17.197 0.261
H 6.988 6.028 16.456 0.379
H 5.593 6.238 20.094 0.217
H 6.852 7.032 19.396 0.366
H 6.669 5.334 19.076 0.414
C -9.895 8.467 24.781 -0.756
O -9.726 8.731 26.220 -0.560
C -8.466 9.276 26.567 0.333
C -8.494 9.620 28.074 -0.818
N -9.776 10.304 28.465 -0.445
C -9.698 11.740 28.252 -0.372
C -11.037 12.327 28.100 -0.469
O -11.051 13.211 27.005 -0.305
C -12.392 13.610 26.739 -0.774
H -10.084 9.366 24.195 0.313
H -10.722 7.760 24.713 0.365
H -9.014 8.162 24.215 0.188
H -8.438 10.163 25.934 -0.045
H -7.757 8.458 26.444 0.461
H -7.600 10.227 28.218 0.309
H -8.365 8.744 28.710 0.170
H -10.447 10.081 27.744 0.289
H -9.030 12.077 27.459 0.189
H -9.156 11.962 29.171 0.381
H -11.467 12.560 29.074 0.367
H -11.721 11.508 27.882 0.298
H -12.407 14.109 25.769 0.238
H -12.560 14.428 27.439 0.301
H -13.054 12.746 26.695 0.340
C -4.074 3.282 24.466 0.156
O -4.368 3.187 23.026 0.142
C -5.676 3.509 22.579 -0.753
C -6.486 2.095 22.604 -0.523
N -7.050 1.844 21.186 -0.384
C -8.320 1.028 21.350 -0.759
C -9.505 1.795 21.887 -0.300
O -9.981 1.232 23.042 -0.383
C -10.864 2.108 23.840 -0.601
H -3.981 4.336 24.725 -0.214
H -3.138 2.791 24.730 0.072
H -4.958 3.083 25.072 -0.127
H -5.680 4.068 21.643 0.391
H -6.225 4.139 23.279 0.493
H -7.304 2.063 23.323 0.326
H -5.753 1.381 22.979 0.338
H -6.553 1.079 20.752 0.176
H -8.244 0.121 21.950 0.378
H -8.722 0.779 20.369 0.334
H -10.342 1.857 21.191 0.383
H -9.271 2.819 22.176 0.324
H -10.555 2.061 24.884 0.033
H -11.874 1.699 23.813 0.359
H -10.970 3.185 23.707 0.360
```

The total energy comes out at -170601.503 eV. The multiplicity is 1. Its HOMO energy is -0.29298 Eh. The value obtained for the frontier orbital gap is 8.189 eV. For the relative energy (zero: lowest compared OMol25 entry of this formula, charge and spin), the calculation gives 976.6 kJ/mol.